[1]
C4H4O2Tm as an isolated structure in a non-equilibrium geometry, computed with wB97M-V/def2-TZVPD.

```
11
Properties=species:S:1:pos:R:3:forces:R:3
O 3.0259 -1.4372 0.4126 0.500 -0.719 -2.254
C 2.1594 -0.7724 0.9642 0.365 0.191 -2.292
C 1.1800 -0.1151 0.4752 -2.377 1.654 1.981
C -0.0633 0.5820 0.4005 1.199 0.913 -0.718
C -1.0914 0.0783 -0.5589 0.023 0.361 -1.788
H -0.0504 1.6498 0.6338 0.105 0.176 -0.060
H -1.7631 0.8249 -0.9821 0.004 0.042 -0.066
H -0.9042 -0.8402 -1.1152 -0.091 0.159 -0.050
H 2.7462 -1.2976 -0.6512 2.376 -1.110 2.415
Tm -2.2666 -1.4333 2.4464 -0.441 0.593 -0.140
O -1.2289 -0.1076 0.8498 -1.664 -2.260 2.972
```
Positions in Å, forces in eV/Å.

energy relative to the best compared isomer or geometry (same formula, charge and spin) = 555.1 kJ/mol
HOMO-LUMO gap (spin up / spin down) = 8.743 / 3.751 eV
M = 253.01 g/mol
net charge = +4
multiplicity = 4



[2]
C4H4O2V as an isolated structure in a non-equilibrium geometry, computed with wB97M-V/def2-TZVPD.

```
11
Properties=species:S:1:pos:R:3:forces:R:3
H -1.1485 2.3210 -0.4533 0.206 -1.461 -2.435
O 0.5329 -1.9684 0.3701 -0.053 0.446 -0.136
C -0.3811 -1.3802 -0.5137 -0.055 -0.034 0.647
C -0.2581 0.0783 -0.4458 -0.099 -0.732 1.873
C -0.3677 1.2935 -0.8869 -1.874 5.799 0.707
H 0.4340 -2.9244 0.3366 0.013 -0.263 0.028
H -1.4300 -1.6282 -0.2719 -0.008 0.059 -0.066
H -0.2140 -1.6787 -1.5641 -0.068 0.337 -0.060
C -0.1519 1.5715 0.4571 1.458 -5.409 -1.295
O 0.6704 2.2060 1.1380 -1.163 1.180 -0.207
V 2.3141 2.1097 1.8340 1.645 0.078 0.944
```
Positions in Å, forces in eV/Å.

energy relative to the best compared isomer or geometry (same formula, charge and spin) = 702.8 kJ/mol
HOMO-LUMO gap (spin up / spin down) = 6.550 / 7.121 eV
M = 135.02 g/mol
net charge = +2
multiplicity = 4



[3]
The molecule C4H4O3, computed with wB97M-V/def2-TZVPD.

```
11
Properties=species:S:1:pos:R:3:forces:R:3
C -1.5332 0.2848 -0.5198 -0.055 -0.023 -0.053
C -0.3912 -0.6736 -0.3555 -0.095 -0.249 -0.207
O -0.1865 -1.6469 -1.0414 -0.054 0.379 0.262
C 0.6012 -0.4038 0.7826 -0.048 -0.164 0.432
O 0.4146 -0.7503 1.9243 0.063 0.185 -0.561
C 1.8776 0.3378 0.3884 0.130 0.275 -0.376
O 1.9341 0.9625 -0.6410 -0.024 -0.322 0.516
H -2.0967 0.3693 0.4157 0.107 -0.018 -0.098
H -2.1863 -0.0525 -1.3267 0.095 0.038 0.111
H -1.1294 1.2761 -0.7589 -0.042 -0.123 0.049
H 2.6959 0.2965 1.1324 -0.076 0.023 -0.076
```
Positions in Å, forces in eV/Å.

energy relative to the best compared isomer or geometry (same formula, charge and spin) = 124.0 kJ/mol
HOMO-LUMO gap = 8.849 eV
M = 100.07 g/mol
SMILES = CC(=O)C(=O)C=O
net charge = 0



[4]
The molecule C4H4O3 in a non-equilibrium geometry, computed with wB97M-V/def2-TZVPD.

```
11
Properties=species:S:1:pos:R:3:forces:R:3
O 0.2817 0.2131 2.4941 -0.463 0.220 -0.475
C -0.2477 -0.0628 1.4426 1.334 0.538 2.071
C -0.9744 0.9562 0.5691 0.013 1.219 0.447
O -1.3479 0.2742 -0.6048 0.660 -1.693 -0.118
C -0.9282 -1.0268 -0.4773 -1.214 -3.693 -1.690
O -1.2180 -1.9313 -1.2405 0.123 2.204 0.057
C -0.2162 -1.4186 0.8044 -0.936 2.760 -0.478
H -1.8895 1.3630 1.0478 0.567 -0.305 -0.028
H -0.3194 1.8239 0.3115 -0.336 -0.705 0.302
H -0.8129 -2.1099 1.3783 -0.149 -0.354 -0.015
H 0.7807 -1.7784 0.6374 0.401 -0.191 -0.073
```
Positions in Å, forces in eV/Å.

energy relative to the best compared isomer or geometry (same formula, charge and spin) = 49.7 kJ/mol
HOMO-LUMO gap = 10.403 eV
M = 100.07 g/mol
SMILES = O=C1COC(=O)C1
net charge = 0



[5]
The molecule C4H4O3, computed with wB97M-V/def2-TZVPD.

```
11
Properties=species:S:1:pos:R:3:forces:R:3
O -1.3562 1.5243 1.0443 0.110 -0.120 -0.407
C -0.8584 1.1811 0.0045 -0.300 0.124 0.411
C -0.0315 -0.0800 -0.1451 0.130 0.238 0.127
C 1.3358 0.2702 -0.6678 0.058 0.347 0.039
O 1.6571 1.4367 -0.6531 -0.006 -0.521 -0.061
C -0.3336 -1.2478 0.6935 0.109 -0.098 0.234
O -0.7843 -1.1748 -0.6502 0.084 -0.067 -0.280
H -0.9949 1.7446 -0.9380 -0.035 0.006 0.144
H 2.0364 -0.5038 -1.0279 -0.252 -0.158 0.033
H 0.4109 -2.0237 0.8620 0.044 0.234 0.018
H -1.0813 -1.1268 1.4778 0.059 0.015 -0.259
```
Positions in Å, forces in eV/Å.

energy relative to the best compared isomer or geometry (same formula, charge and spin) = 229.3 kJ/mol
HOMO-LUMO gap = 10.269 eV
M = 100.07 g/mol
SMILES = O=CC1(C=O)CO1
net charge = 0



[6]
The molecule C4H4O3, computed with wB97M-V/def2-TZVPD.

```
11
Properties=species:S:1:pos:R:3:forces:R:3
C 1.9343 -0.6326 -0.1473 -0.019 0.059 0.012
C 0.6433 0.0084 0.2091 0.198 -0.195 -0.312
O -0.1896 -0.0819 -0.8231 0.176 0.017 0.343
C -1.7347 0.8603 0.8504 -0.142 0.443 0.491
O -1.7937 1.6108 1.7658 -0.035 -0.457 -0.580
C -1.4589 0.4036 -0.4968 -0.075 0.167 -0.197
O -2.1636 -0.3740 0.5212 -0.045 -0.042 0.126
H 2.7427 0.0152 0.2070 -0.073 -0.108 -0.043
H 2.0803 -0.9194 -1.1954 -0.117 0.065 0.106
H 1.9812 -1.5262 0.4926 0.019 0.085 -0.060
H -2.0412 0.6356 -1.3835 0.112 -0.033 0.114
```
Positions in Å, forces in eV/Å.

energy relative to the best compared isomer or geometry (same formula, charge and spin) = 406.7 kJ/mol
HOMO-LUMO gap = 9.704 eV
M = 100.07 g/mol
net charge = 0



[7]
C4H4O3 as an isolated structure in a non-equilibrium geometry, computed with wB97M-V/def2-TZVPD.

```
11
Properties=species:S:1:pos:R:3:forces:R:3
O -0.2646 1.8441 -1.4642 -0.151 -0.411 0.449
C -0.5353 0.9649 -0.7132 0.129 0.438 -0.380
O -1.7555 0.5966 -0.2184 -0.160 0.195 -0.040
C -1.1734 -0.4086 0.6629 -0.110 -0.186 0.210
C 0.1716 -0.1805 0.0088 -0.222 -0.296 -0.227
C 2.4238 -0.2926 0.2146 0.664 1.348 0.429
O 1.3044 0.0216 0.8366 0.341 -0.730 -0.219
H -1.6020 -1.3966 0.4900 -0.100 0.195 0.064
H -1.2428 -0.1128 1.7102 0.018 0.012 -0.126
H 2.2339 -0.0396 -0.8681 0.021 -0.686 0.087
H 0.4399 -0.9966 -0.6594 -0.427 0.122 -0.248
```
Positions in Å, forces in eV/Å.

energy relative to the best compared isomer or geometry (same formula, charge and spin) = 437.1 kJ/mol
HOMO-LUMO gap = 9.014 eV
M = 100.07 g/mol
net charge = 0



[8]
A 2-piece molecular cluster, C4H4O3 overall in a non-equilibrium geometry, computed with wB97M-V/def2-TZVPD.

```
11
Properties=species:S:1:pos:R:3:forces:R:3
O -2.4924 2.3592 -0.7027 1.101 -0.666 0.260
C -1.5488 1.7695 -0.4831 -1.201 0.745 -0.304
C 0.1668 -0.7689 -0.3099 -0.172 -0.225 -0.014
C -0.0372 -0.7487 1.1772 -0.076 -0.082 0.021
O -0.4630 -1.4438 -1.0929 0.260 0.249 0.284
C 1.2697 0.1324 -0.8769 0.247 0.289 0.114
O 1.8065 1.0015 -0.2389 -0.215 -0.434 -0.252
H -0.1663 0.2790 1.5259 0.063 -0.113 -0.061
H 0.8573 -1.1457 1.6703 -0.086 0.069 -0.073
H -0.9029 -1.3580 1.4419 0.116 0.085 -0.061
H 1.5111 -0.0848 -1.9370 -0.036 0.083 0.086
```
Positions in Å, forces in eV/Å.

energy relative to the best compared isomer or geometry (same formula, charge and spin) = 101.5 kJ/mol
HOMO-LUMO gap = 9.443 eV
M = 100.07 g/mol
net charge = 0



[9]
C4H4O3 as an isolated structure in a non-equilibrium geometry, computed with wB97M-V/def2-TZVPD.

```
11
Properties=species:S:1:pos:R:3:forces:R:3
C 0.9319 0.8394 -1.3841 0.300 0.051 0.073
C -0.3840 0.3731 -0.8574 -0.468 -0.724 -0.541
O -1.4331 0.4300 -1.4505 0.230 0.115 0.125
C -0.5017 -0.2750 0.5219 -0.113 -0.052 2.400
O -0.7164 0.4668 1.4964 -0.146 1.630 -0.468
C -0.5548 -1.2864 1.8199 0.591 -2.453 -1.811
O 0.4099 -1.7658 2.3367 0.011 0.762 -0.058
H 1.3659 1.5731 -0.6995 0.002 -0.052 -0.028
H 0.8331 1.2707 -2.3846 -0.178 -0.084 0.266
H 1.6225 -0.0088 -1.4321 -0.053 0.044 0.091
H -1.5733 -1.6171 2.0333 -0.175 0.763 -0.049
```
Positions in Å, forces in eV/Å.

energy relative to the best compared isomer or geometry (same formula, charge and spin) = 322.2 kJ/mol
HOMO-LUMO gap = 9.522 eV
M = 100.07 g/mol
net charge = 0



[10]
A 2-piece molecular cluster, C4H4O3 overall, computed with wB97M-V/def2-TZVPD.

```
11
Properties=species:S:1:pos:R:3:forces:R:3
O -1.5627 0.7050 1.7170 0.264 0.307 -0.229
C -0.7487 1.2013 0.9692 -0.184 -0.149 0.314
C 0.2446 0.3855 0.3158 0.305 0.137 0.348
C 1.5528 0.2002 0.3518 -0.135 0.126 0.096
O 1.5240 1.0393 -0.6251 0.164 0.082 0.026
H -0.6932 2.2799 0.7325 -0.119 -0.073 -0.041
H 2.3797 -0.2933 0.8522 -0.012 0.050 -0.110
C -0.6722 -1.3659 -1.0730 -0.124 -0.177 -0.329
O -1.0381 -0.8542 -2.1019 0.099 -0.240 0.331
H -1.3116 -1.4545 -0.1714 -0.076 0.008 -0.202
H 0.3253 -1.8433 -0.9672 -0.183 -0.070 -0.204
```
Positions in Å, forces in eV/Å.

energy relative to the best compared isomer or geometry (same formula, charge and spin) = 550.3 kJ/mol
HOMO-LUMO gap = 9.155 eV
M = 100.07 g/mol
SMILES = O=CC1=CO1.C=O
net charge = 0